1.
Molecular formula: C21H53O25P4V
Method: DFT, ωB97M-V/def2-TZVPD

Results
HOMO-LUMO gap: 9.6 eV
Relative energy (zero: lowest compared OMol25 entry of this formula, charge and spin): 0.0 kJ/mol
E: -136676.581 eV
Charge: 0
Spin multiplicity: 1
Highest occupied orbital energy: -9.717 eV

CARTESIAN COORDINATES (ANGSTROEM)
O: -2.0311 1.5862 3.2960
H: 1.1690 -4.3643 -0.6658
H: 6.2134 -5.0468 -0.7111
H: 6.2892 -5.8887 -3.1982
H: 5.4338 -6.7977 -2.0155
H: -4.9705 -1.3187 1.6759
C: -2.9783 2.4022 2.6329
C: 1.2977 -3.6090 -1.4412
H: 5.7110 -5.1182 1.0259
H: 3.8881 -0.3826 6.3857
H: -2.2753 -1.7905 2.1955
H: 4.8886 -6.9638 -3.6481
H: 1.8412 -1.0837 2.9023
O: -4.8798 3.5531 -3.0200
H: -2.4328 -6.4925 -0.6196
O: 3.0412 -5.9990 -0.8206
H: -3.9486 4.3512 -5.1051
H: 3.6539 0.5863 1.0659
O: -3.6051 0.0842 4.0108
C: 5.7791 -4.5037 0.1283
C: -1.1117 0.0682 -0.1105
O: -4.7546 -3.4885 1.8335
H: 2.6541 1.1589 -1.1171
O: -2.2838 0.1563 0.3119
H: 4.0435 -1.0356 1.5089
H: -4.9580 3.4767 -0.9149
C: -2.4209 0.5070 3.9370
H: -0.2575 3.8101 -2.2523
H: 2.5760 0.4349 -2.7178
O: 1.5142 0.8028 5.2684
H: 4.6882 1.0558 5.5846
O: -3.4693 -1.4381 -2.7946
O: 2.7280 2.5502 -2.6963
C: -5.3142 -2.2116 2.1981
H: -1.7186 -2.8629 3.3819
H: -1.6161 -1.1603 4.8905
P: 3.9492 3.3360 -1.9852
H: -3.4993 1.9129 1.8100
H: -6.4385 3.1708 -1.8811
H: 2.2872 3.2905 0.2068
H: 1.0761 -2.6297 -1.0171
H: 1.5836 0.6095 2.4130
O: -1.0111 -0.5612 -1.2152
H: 6.5974 -3.8073 0.3117
O: -3.8165 -5.0581 0.0502
C: -1.2357 3.5577 -1.8430
O: -3.4282 1.4865 -2.2369
O: 4.7006 2.4689 -1.0864
H: 0.5968 -3.8461 -2.2416
H: -0.8906 0.3249 5.5300
O: -3.4822 -2.5106 -0.3338
H: 4.2498 4.2200 -5.1922
H: -3.6996 2.7853 3.3547
H: 2.5421 -0.7010 0.5718
C: 4.1056 4.7078 -4.2282
C: 2.2361 4.2741 -0.2600
P: -3.5926 -3.5838 0.7096
O: -0.0661 0.7026 0.5181
C: -3.3067 3.5892 -5.5474
C: -2.3723 3.6825 2.1008
C: -1.2410 -0.1719 4.6252
C: -1.6459 -2.6729 2.3111
O: 4.5134 -5.0449 -2.7610
H: -1.1343 2.5296 -1.4953
H: 3.4187 1.2224 6.8103
H: -0.6220 1.0152 1.2356
O: -2.2626 -3.7631 1.6395
H: -1.2351 4.0795 -0.8860
H: -0.6174 -2.4787 2.0069
H: -1.5315 3.4368 1.4521
H: -5.7990 4.7981 -1.5660
C: -5.5301 3.7672 -1.7960
H: -2.2863 3.9045 -5.7651
H: 1.1906 1.3013 -2.0763
C: 3.2013 -0.3578 1.3691
H: -0.4246 -0.1838 3.9031
H: 2.1945 5.1114 0.4367
V: -3.5014 -0.6002 -1.4558
H: -3.8928 3.2502 -6.4016
O: -5.0540 -0.2940 -1.0763
H: 3.0462 4.7515 -3.9754
C: 5.2897 -6.2387 -2.9401
H: -3.1525 4.2253 1.5670
H: -2.0937 -4.8803 -1.2691
O: 4.8001 3.9982 -3.2439
O: 3.1539 0.2177 3.7401
H: 4.4772 5.7287 -4.3164
P: 3.6351 -4.7680 -1.3991
H: -5.0446 -1.9788 3.2282
C: -2.8843 -5.5513 -0.9333
H: -6.4038 -2.1845 2.2117
H: 1.2428 4.3753 -0.6973
O: -2.4152 3.9008 -2.6306
C: 2.3343 -0.1488 2.6360
O: 2.5866 -3.6897 -1.9222
C: 3.7680 0.6189 5.9725
C: 2.2792 1.3037 -2.1303
P: -3.5189 2.7068 -3.0603
H: -2.1122 4.3954 2.8832
O: 3.1928 4.5934 -1.2679
H: -3.4391 -5.8277 -1.8299
O: 4.5571 -3.8975 -0.3147
O: -3.2109 2.4880 -4.6599
C: 2.7031 0.5632 4.9475

These are the Löwdin partial charges, in e, on atoms 1 to 2: atom 1 (O): 0.00, atom 2 (H): 0.08


2.
Molecular formula: C36H51ClMgN3OP2
Method: DFT, ωB97M-V/def2-TZVPD

Results
HOMO-LUMO gap: 5.4 eV
Relative energy (zero: lowest compared OMol25 entry of this formula, charge and spin): 160.7 kJ/mol
E: -81217.962 eV
Charge: +1
Spin multiplicity: 1
Highest occupied orbital energy: -8.258 eV

CARTESIAN COORDINATES (ANGSTROEM)
H: -1.4822 2.9711 -1.0751
C: 1.9324 4.6838 -2.6886
H: -1.5059 -0.2383 -4.6995
H: 3.2996 -1.2491 -0.5971
C: 1.9390 -2.7694 3.0652
H: -3.1100 0.7515 1.7205
C: -1.3965 -0.3187 -3.6027
H: -4.6111 -0.7013 0.0852
P: 1.8259 -1.2325 1.9850
H: 1.1004 -3.9055 -0.0831
C: -0.1887 3.5001 2.7305
H: -5.1257 3.0474 -0.4003
C: -0.5299 3.4735 1.4028
C: 3.5120 -0.5446 1.4794
C: 1.3626 1.0416 -1.7406
H: -0.1678 -2.6419 3.7072
H: 2.4660 -3.4217 5.0389
C: -1.5654 2.1554 -0.3549
C: 3.9853 -1.3516 0.2552
H: -2.1013 -6.2886 -1.7585
H: -0.9137 4.3441 0.8346
H: 4.3649 1.2818 0.7419
C: -4.2716 2.6164 -0.9459
Mg: -0.0362 -0.8066 0.1968
C: 1.2695 3.6349 -2.0266
N: 0.9766 0.0120 -1.3082
H: 0.5600 -4.2524 3.8026
H: 2.8170 -4.7304 2.9201
H: -3.4634 3.3605 -0.9160
H: -4.5646 2.5008 -1.9959
H: 1.6396 5.7271 -2.5225
H: -2.4350 -2.0201 -1.2774
C: -2.3973 -4.1668 -1.5974
C: -3.6244 1.5930 1.2397
H: -1.5947 -1.3541 -3.3086
C: 2.4773 -2.4788 4.4733
H: 0.4495 -0.4824 3.8680
H: 3.8759 -3.4770 2.2821
C: -4.9525 0.2312 -0.3808
C: -1.8596 -1.3744 1.5008
C: 1.2028 -0.0033 3.2122
H: 0.7468 2.3520 4.3187
H: -0.2712 4.4247 3.2764
C: 3.3699 3.1379 -3.8620
C: -1.6720 -5.3482 -1.4321
H: -5.2250 0.0267 -1.4204
O: -2.7921 -1.9476 1.8572
C: 0.5107 -3.3362 3.1956
H: -0.9255 2.2745 -3.1818
C: 2.6668 2.0758 -3.2972
H: -5.8434 0.5869 0.1540
N: -0.6345 -2.8765 -0.6142
H: 1.8544 -1.7604 5.0205
H: 4.1755 2.8772 -4.5084
C: 0.0860 -4.0078 -0.4877
H: 3.5112 -2.1194 4.4662
H: 5.4837 -0.1851 2.1996
H: -2.0011 2.0450 -4.5609
H: 4.8379 -1.7042 2.8063
C: -1.8555 -2.9433 -1.1804
H: 4.0879 -2.4178 0.4892
C: 4.5707 -0.6648 2.5830
H: -3.7995 0.2885 -4.5282
H: 0.4971 3.8876 -1.2899
H: 2.0192 0.3432 3.8758
C: -3.7915 0.3239 -3.4249
Cl: -3.9961 -4.1723 -2.2310
H: 3.5341 5.2768 -4.0460
H: -4.5848 1.7750 1.7357
H: 2.4521 -4.0188 1.3378
H: 2.9324 1.0452 -3.5427
C: -2.3732 0.6780 -2.9575
H: 4.9837 -0.9841 -0.0205
H: 4.2898 -0.1491 3.5092
H: 2.6645 1.0924 0.2766
C: 0.5111 1.1987 2.5414
H: 0.1857 -6.1494 -0.6308
H: -3.0200 2.5001 1.3771
H: -2.6023 2.8698 -3.0868
H: -4.1055 -0.6626 -3.0552
H: 0.0831 -3.6041 2.2204
C: 2.9880 4.4606 -3.5629
C: 3.3797 0.9396 1.0901
H: 3.0978 1.5699 1.9428
C: -3.8808 1.3007 -0.2513
N: -0.0553 1.0989 1.3278
H: -4.5335 1.0728 -3.1261
C: 0.3994 2.3627 3.3038
P: -2.2546 0.6238 -0.9802
C: 1.6782 2.2939 -2.3357
C: -0.6288 2.2189 0.7422
C: -1.9633 2.0622 -3.4592
C: -0.4153 -5.2614 -0.8425
C: 2.8270 -3.7926 2.3470
H: -0.3585 -0.0954 -3.3403

These are the Löwdin partial charges, in e, on atoms 1 to 2: atom 1 (H): 0.04, atom 2 (C): -0.06


3.
Molecular formula: CH4N2O2
Method: DFT, ωB97M-V/def2-TZVPD

Results
HOMO-LUMO gap: 10.9 eV
Relative energy (zero: lowest compared OMol25 entry of this formula, charge and spin): 265.5 kJ/mol
SMILES string: NNOC=O
E: -8173.934 eV
Charge: 0
Spin multiplicity: 1
Highest occupied orbital energy: -10.051 eV

CARTESIAN COORDINATES (ANGSTROEM)
N: -0.8878 -0.3053 -0.2169
O: 1.2456 0.6950 -0.3261
N: -0.1424 0.7081 0.2150
H: -0.2687 1.6397 -0.1423
H: 1.7518 -1.0633 0.5475
H: -0.9948 -0.5446 -1.2127
H: -0.6967 -1.2025 0.1628
C: 2.1703 -0.2727 0.0745
O: 3.3520 -0.1813 -0.0639

These are the Löwdin partial charges, in e, on atoms 1 to 2: atom 1 (N): -0.01, atom 2 (O): -0.08


4.
Molecular formula: C5H13N3
Method: DFT, ωB97M-V/def2-TZVPD

Results
HOMO-LUMO gap: 8.0 eV
Relative energy (zero: lowest compared OMol25 entry of this formula, charge and spin): 300.4 kJ/mol
SMILES string: CN(C)/C=N/N(C)C
E: -9863.253 eV
Charge: 0
Spin multiplicity: 1
Highest occupied orbital energy: -7.009 eV

CARTESIAN COORDINATES (ANGSTROEM)
H: -0.1567 -3.1137 0.7474
H: 2.3058 -0.1143 -2.1302
H: -2.5401 0.1745 1.2960
H: -1.2689 0.2757 2.5381
N: -1.1025 -1.1854 0.9770
H: 0.6320 -0.8733 -1.7989
H: 0.6032 -2.0586 1.9168
H: 1.2467 2.8864 -0.2867
C: -1.8548 -0.3456 1.8367
N: 0.8091 1.1177 -1.1302
N: -0.2929 -0.6642 -0.0138
H: 2.2315 2.3723 -1.6788
C: -0.3505 -2.4095 1.4811
C: -0.0402 0.5832 -0.1721
H: 0.8996 0.3778 -3.1386
H: 0.4953 3.0737 -2.0237
C: 1.1943 2.4698 -1.3140
H: -2.4530 -1.0072 2.4355
H: -0.9362 -2.8779 2.2457
H: -0.6180 1.2713 0.3358
C: 1.1961 0.0472 -2.1229

These are the Löwdin partial charges, in e, on atoms 1 to 2: atom 1 (H): 0.04, atom 2 (H): 0.08


5.
Molecular formula: C4H12N3
Method: DFT, ωB97M-V/def2-TZVPD

Results
HOMO-LUMO gap: 8.7 eV
Relative energy (zero: lowest compared OMol25 entry of this formula, charge and spin): 637.6 kJ/mol
E: -8801.126 eV
Charge: +1
Spin multiplicity: 1
Highest occupied orbital energy: -13.180 eV

CARTESIAN COORDINATES (ANGSTROEM)
H: -1.8493 1.0468 -1.9583
H: -0.9282 -1.0373 1.2700
C: -0.1485 0.2838 -1.0867
H: -3.2146 -1.5130 1.3590
H: -2.2144 -2.4143 0.3289
N: -2.4383 -1.5123 0.6050
H: 2.4942 1.9240 -1.5525
H: -0.0879 -0.6679 -1.7084
H: -1.0621 2.1255 -0.6085
H: 1.6938 0.2226 1.5769
N: 0.0516 -1.0349 1.5990
N: 0.9461 -0.1911 1.0380
C: 0.8923 0.2707 -0.1340
H: -2.8887 -1.0660 -0.1217
C: 2.8881 1.4448 -0.6975
C: -1.0793 1.2717 -1.3117
H: 0.4472 -1.6478 2.2787
H: 3.3656 0.5982 -1.0826
H: 3.1323 1.8966 0.2065

These are the Löwdin partial charges, in e, on atoms 1 to 2: atom 1 (H): 0.04, atom 2 (H): 0.03


6.
Molecular formula: C4H5O5S
Method: DFT, ωB97M-V/def2-TZVPD

Results
HOMO-LUMO gap: 8.8 eV
Relative energy (zero: lowest compared OMol25 entry of this formula, charge and spin): 6.1 kJ/mol
SMILES string: C[C@@H]1OC(=O)[C@H]1S(=O)(=O)[O-]
E: -25302.971 eV
Charge: -1
Spin multiplicity: 1
Highest occupied orbital energy: -5.335 eV

CARTESIAN COORDINATES (ANGSTROEM)
O: 1.3387 -2.2723 0.2050
O: 2.1613 -0.2621 1.2845
C: 0.5175 1.6334 -0.3245
C: 0.5086 0.0721 -0.6453
O: 1.0996 2.6486 -0.6102
H: -2.4213 -1.2015 0.4499
H: -0.2538 -0.5615 1.4073
H: 0.2582 -0.0232 -1.6479
C: -2.0729 -0.2256 0.0522
O: -0.3032 1.4390 0.7180
C: -0.5879 0.0613 0.4254
H: -2.6060 0.5460 0.6460
S: 1.8740 -0.9036 0.0250
H: -2.4121 -0.1433 -0.9779
O: 2.8992 -0.8072 -1.0074

These are the Löwdin partial charges, in e, on atoms 1 to 2: atom 1 (O): -0.38, atom 2 (O): -0.34